# 1
Molecular formula: C10H19NO4S
Method: DFT, ωB97M-V with the def2-TZVPD basis set

Relative energy (zero: lowest compared OMol25 entry of this formula, charge and spin), kJ/mol: 126.7
E, a.u.: -1146.3188
SMILES: C=CC[C@@H]1NS(=O)(=O)O[C@H](CCCC)[C@@H]1O
LUMO, eV: 0.71
Gap between HOMO and LUMO, hartree: 0.3976

Last column: natural (NBO) charge in e.
Positions of all 35 atoms, in Å:
S: 0.6030 -0.0672 -2.8430  2.51
O: 0.7614 -1.4864 -2.8048  -0.94
O: -0.6934 0.3393 -2.0311  -0.70
O: 0.2513 1.7209 0.2508  -0.71
O: 0.5755 0.6009 -4.0920  -0.91
N: 1.7465 0.6595 -1.8718  -0.88
C: 1.7733 0.0167 -0.5637  -0.08
C: 2.9358 0.5470 0.2883  -0.45
C: -4.1132 0.6006 2.1944  -0.61
C: -3.8574 -0.7569 1.5509  -0.39
C: -2.4234 -0.9191 1.0432  -0.39
C: 0.4177 0.3395 0.0997  0.07
C: 5.0734 -0.7194 0.1647  -0.37
C: -2.1073 0.0119 -0.1254  -0.43
C: -0.7330 -0.2615 -0.7332  0.06
C: 4.2672 0.2126 -0.3076  -0.19
H: 2.6462 0.6428 -2.3283  0.41
H: 0.3943 -0.0832 1.1084  0.20
H: 6.0228 -0.9388 -0.2924  0.20
H: 2.8212 1.6286 0.3799  0.23
H: 4.8187 -1.2987 1.0369  0.19
H: -2.2785 -1.9529 0.7211  0.20
H: -5.1131 0.6311 2.6209  0.21
H: -0.5669 -1.3381 -0.8636  0.21
H: 0.2517 2.1072 -0.6356  0.48
H: -4.0324 1.4010 1.4646  0.20
H: 2.8528 0.1012 1.2805  0.22
H: 1.8643 -1.0738 -0.6807  0.21
H: -2.8485 -0.1213 -0.9145  0.22
H: -4.0522 -1.5392 2.2880  0.20
H: -2.1320 1.0526 0.1979  0.22
H: 4.5539 0.7861 -1.1795  0.19
H: -4.5522 -0.9040 0.7219  0.20
H: -3.3954 0.7857 2.9901  0.20
H: -1.7322 -0.7250 1.8652  0.19

***

# 2
Molecular formula: C25H40Cl4CuN3O3Si
Method: DFT, ωB97M-V with the def2-TZVPD basis set

Expectation value of S²: 0.7554
Relative energy (zero: lowest compared OMol25 entry of this formula, charge and spin), kJ/mol: 98.1
E, a.u.: -5137.4282
LUMO (spin up / spin down), eV: 2.59 / 1.18
Charge: -1
Gap between HOMO and LUMO (spin up / spin down), hartree: 0.2506 / 0.1987
Spin multiplicity: 2

Last column: Löwdin charge in e.
Positions of all 77 atoms, in Å:
Cu: -0.8314 2.2086 1.6658  -0.36
Cl: 2.7588 1.0619 4.7626  0.69
Cl: 0.0514 2.7039 -2.2576  0.42
Cl: -1.9389 3.6713 0.8132  -0.07
Cl: -2.0156 0.2656 2.1916  0.19
Si: 0.6816 4.6564 -2.1565  0.12
O: 2.3478 -0.8029 -2.4298  -0.01
O: -1.4265 0.2300 -2.1377  0.01
O: 0.7954 -1.4493 0.8958  -0.01
N: -0.0572 -2.8593 2.4619  -0.18
N: 0.9968 1.3869 1.3250  0.01
N: 0.4105 -1.7444 -3.2927  -0.21
C: 0.0210 -1.7012 1.7968  -0.43
C: 3.6390 0.9760 2.1788  -0.08
C: -3.7446 1.2966 -3.3069  -0.03
C: 3.3300 1.0292 0.8129  -0.03
C: -3.9351 -1.2492 -3.1862  -0.11
C: -0.2315 -3.0270 -3.4999  -0.08
C: -3.0115 -3.8056 0.6188  -0.12
C: -4.5968 -1.4358 -4.5070  -0.11
C: 0.8291 -3.9464 2.0743  -0.06
C: -3.5802 -1.4617 0.3706  -0.12
C: -3.5082 -0.0604 -2.7221  -0.23
C: -1.0430 5.3767 -2.5481  -0.25
C: 1.3880 -1.5745 -2.3487  -0.31
C: 0.2097 -0.7752 -4.3484  -0.05
C: 1.9309 5.1170 -3.4165  -0.23
C: 1.5205 5.0583 -0.4574  -0.20
C: -1.7460 -2.3745 -0.8422  -0.07
C: -1.0571 -3.1406 3.4859  -0.06
C: -2.6190 -1.3231 -0.6348  -0.20
C: 2.5677 1.0537 3.0739  -0.68
C: -2.5553 -0.0362 -1.4968  -0.36
C: -3.7484 -2.6874 1.0261  -0.10
C: 2.0020 1.2732 0.4446  -0.12
C: 1.2519 1.1916 2.6240  -0.21
C: -1.9680 -3.6456 -0.2943  -0.09
H: 1.9232 6.2190 -3.4531  0.03
H: -5.6388 -1.0861 -4.4430  0.08
H: 0.2523 -4.7612 1.6062  0.08
H: -4.5933 -2.4977 -4.7845  0.07
H: -2.7971 1.7734 -3.6141  0.08
H: 1.2373 -2.2232 -1.4572  0.12
H: 1.3331 -4.3293 2.9727  0.08
H: 1.5597 -3.5502 1.3627  0.08
H: -0.7468 -0.9500 2.2037  -0.10
H: -1.7287 -2.2807 3.6056  0.07
H: -3.2008 -4.7950 1.0511  0.10
H: 0.1013 -1.2957 -5.3105  0.08
H: -0.5559 -3.3531 4.4416  0.08
H: -4.0758 -0.8876 -5.3096  0.08
H: -1.3415 -4.4883 -0.6095  0.10
H: -4.1805 -0.6114 0.6887  0.09
H: 0.0183 -3.7055 -2.6775  0.08
H: -4.4285 1.2260 -4.1586  0.07
H: 4.6530 0.8811 2.5786  0.11
H: 1.7540 1.4019 -0.5990  0.06
H: 1.3714 4.2636 0.3006  0.00
H: -1.6483 -4.0257 3.2067  0.07
H: -4.4873 -2.7780 1.8327  0.10
H: -4.1806 1.9231 -2.5096  0.10
H: -1.5354 4.8101 -3.3393  0.01
H: -1.3184 -2.8794 -3.5439  0.08
H: 2.6232 5.1680 -0.5471  0.02
H: 0.4256 1.1967 3.3369  0.08
H: -0.8699 -2.1331 -1.4363  0.07
H: -3.0240 0.7207 -0.8169  0.16
H: 1.4411 4.7241 -4.3508  0.04
H: 0.0856 -3.4637 -4.4590  0.09
H: 4.0914 0.9338 0.0385  0.11
H: 1.1417 6.0117 -0.0219  0.03
H: -0.6941 -0.1892 -4.1373  0.07
H: 2.9227 4.7071 -3.1787  0.03
H: -3.8350 -2.1479 -2.5650  0.11
H: -0.9771 6.4412 -2.8854  0.03
H: 1.0651 -0.0977 -4.3634  0.09
H: -1.7164 5.3240 -1.6959  -0.01